Computed, not measured: C36H21F5N4O4PS2SeTi as an isolated structure, with wB97M-V/def2-TZVPD.

Atoms and positions in Å:
1 Ti -1.2571 -0.7787 1.0173
2 Se 5.8225 -3.5208 0.8328
3 N 4.9357 -2.5131 2.0225
4 C 3.6983 -2.4535 1.6282
5 C 2.6581 -1.7263 2.3505
6 C 2.8583 -1.0708 3.5264
7 C 1.7622 -0.4082 4.1409
8 C 0.5464 -0.4278 3.5250
9 N 0.3026 -1.0586 2.3505
10 C 1.3525 -1.7366 1.7574
11 C 1.0721 -2.3739 0.5712
12 N -0.2261 -2.1843 0.0758
13 C -0.5936 -2.9733 -0.9897
14 C 0.2594 -3.8003 -1.6390
15 C 1.6320 -3.8822 -1.2379
16 C 2.0156 -3.1771 -0.1406
17 C 3.3776 -3.1817 0.3990
18 N 4.3628 -3.8120 -0.1658
19 H 3.8418 -1.0607 3.9777
20 H 1.8800 0.1114 5.0806
21 H -0.3082 0.0715 3.9604
22 H -1.6220 -2.8596 -1.3032
23 H -0.1038 -4.3782 -2.4779
24 H 2.3398 -4.4968 -1.7759
25 O 0.3492 0.7660 0.2980
26 P 0.3877 1.7255 -0.8536
27 C -0.3506 0.9933 -2.3252
28 C 0.1321 -0.2587 -2.7092
29 C -0.4288 -0.9217 -3.7887
30 C -1.4857 -0.3469 -4.4814
31 C -1.9934 0.8794 -4.0789
32 C -1.4312 1.5485 -3.0021
33 C -0.3752 3.3163 -0.5086
34 C -0.4887 4.3161 -1.4737
35 C -1.0289 5.5442 -1.1357
36 C -1.4443 5.7852 0.1697
37 C -1.3123 4.8009 1.1344
38 C -0.7727 3.5671 0.7981
39 C 2.1063 2.1574 -1.2421
40 C 2.7609 3.0559 -0.4000
41 C 4.1042 3.3405 -0.5849
42 C 4.8079 2.7337 -1.6167
43 C 4.1632 1.8446 -2.4630
44 C 2.8180 1.5568 -2.2771
45 H 0.9223 -0.7372 -2.1400
46 H -0.0545 -1.8993 -4.0642
47 H -1.9304 -0.8689 -5.3197
48 H -2.8496 1.3080 -4.5842
49 H -1.8811 2.4692 -2.6557
50 H -0.1502 4.1436 -2.4891
51 H -1.1296 6.3151 -1.8893
52 H -1.8777 6.7434 0.4281
53 H -1.6483 4.9760 2.1484
54 H -0.7011 2.7788 1.5349
55 H 2.2174 3.5333 0.4059
56 H 4.6012 4.0359 0.0796
57 H 5.8583 2.9546 -1.7598
58 H 4.7055 1.3689 -3.2706
59 H 2.3274 0.8663 -2.9490
60 O -3.4742 2.3284 -0.0195
61 S -3.4387 1.0041 0.5491
62 O -4.6853 0.2972 0.6473
63 O -2.4209 0.1404 -0.2585
64 S -2.4524 0.9917 2.3543
65 F -1.9981 -1.9173 4.0214
66 C -2.8427 -2.4773 3.1275
67 C -2.7244 -2.1857 1.7816
68 C -3.6582 -2.8085 0.9757
69 F -3.6549 -2.5891 -0.3591
70 C -4.6391 -3.6632 1.4447
71 F -5.5198 -4.2417 0.6115
72 C -4.7097 -3.9247 2.7991
73 F -5.6462 -4.7552 3.2825
74 C -3.8021 -3.3246 3.6509
75 F -3.8675 -3.5746 4.9703

Results
Largest force on an atom (Eh/bohr): 0.0119
Lowest unoccupied orbital energy (spin up / spin down) (eV): 1.9 / 1.9
ΔE to the lowest compared entry with this formula, charge and spin (kcal/mol): 0.94
Gap between HOMO and LUMO (spin up / spin down) (Ha): 0.1833 / 0.1834
Net charge: -1

And the Löwdin charges, in e, turn out to be:
1. Ti 0.8999
2. Se 1.0249
3. N -0.2381
4. C -0.3271
5. C -0.1093
6. C -0.0188
7. C -0.0672
8. C -0.1449
9. N -0.0355
10. C -0.1739
11. C -0.1788
12. N -0.0476
13. C -0.1364
14. C -0.0862
15. C -0.0371
16. C -0.1251
17. C -0.3247
18. N -0.2366
19. H 0.1071
20. H 0.0925
21. H 0.0824
22. H 0.1079
23. H 0.0963
24. H 0.1003
25. O -0.3475
26. P 0.8371
27. C -0.2621
28. C -0.0997
29. C -0.0726
30. C -0.0749
31. C -0.0666
32. C -0.0654
33. C -0.2851
34. C -0.0877
35. C -0.0809
36. C -0.0786
37. C -0.0616
38. C -0.0986
39. C -0.2380
40. C -0.0653
41. C -0.0794
42. C -0.0886
43. C -0.0799
44. C -0.0634
45. H 0.1096
46. H 0.1019
47. H 0.1011
48. H 0.1051
49. H 0.1019
50. H 0.1115
51. H 0.0992
52. H 0.0998
53. H 0.1098
54. H 0.0473
55. H 0.1114
56. H 0.1022
57. H 0.0999
58. H 0.1023
59. H 0.0916
60. O -0.3622
61. S 0.1629
62. O -0.3479
63. O -0.5199
64. S 0.4152
65. F 0.0504
66. C -0.2440
67. C -0.0854
68. C -0.2378
69. F 0.0550
70. C -0.1461
71. F 0.0980
72. C -0.1441
73. F 0.0999
74. C -0.1475
75. F 0.0945